ORCA calculation (ωB97M-V/def2-TZVPD) on a 9-piece molecular cluster, C66H143N7O9 overall at a distorted geometry.

Each line ends with the Löwdin charge.
Positions of all 225 atoms, in Å:
C (0.127, -25.242, -10.065)  0.0008
C (0.524, -24.918, -8.597)  -0.4798
C (0.660, -26.171, -7.674)  -0.0134
C (1.833, -24.136, -8.607)  -0.1336
C (1.682, -22.690, -9.098)  -0.1473
C (0.593, -21.995, -8.278)  -0.1348
C (-0.740, -22.723, -8.322)  -0.5534
C (-1.716, -22.099, -7.343)  -0.0309
C (-1.356, -22.631, -9.716)  -0.0319
N (-0.451, -24.076, -7.896)  -0.0548
O (-1.683, -24.857, -8.108)  -0.0794
H (-0.933, -25.575, -10.110)  0.0994
H (0.300, -24.463, -10.738)  0.0429
H (0.688, -26.106, -10.379)  0.0626
H (-0.210, -26.847, -7.632)  0.0921
H (1.585, -26.678, -7.954)  0.0433
H (0.844, -25.719, -6.679)  0.0883
H (2.284, -24.096, -7.634)  0.0968
H (2.573, -24.764, -9.084)  0.0873
H (2.627, -22.206, -8.953)  0.0795
H (1.487, -22.581, -10.140)  0.0963
H (0.489, -20.957, -8.607)  0.1233
H (0.870, -21.932, -7.219)  0.1173
H (-1.368, -22.157, -6.335)  0.0768
H (-2.692, -22.634, -7.423)  0.0967
H (-1.936, -21.078, -7.633)  0.0827
H (-0.770, -22.778, -10.595)  0.0561
H (-1.748, -21.615, -9.760)  0.0847
H (-2.183, -23.369, -9.845)  0.1003
H (-2.013, -25.129, -7.221)  0.1198
C (2.881, -30.991, -8.909)  -0.0267
C (2.294, -30.228, -10.115)  -0.5282
C (0.894, -30.785, -10.394)  -0.0378
C (2.170, -28.728, -9.759)  -0.1315
C (3.523, -28.096, -9.565)  -0.1933
C (4.336, -28.325, -10.824)  -0.1389
C (4.475, -29.770, -11.316)  -0.4765
C (4.941, -29.753, -12.787)  -0.0281
C (5.513, -30.551, -10.504)  -0.0305
N (3.102, -30.396, -11.299)  -0.0978
O (3.141, -31.731, -11.765)  -0.0308
H (3.251, -32.000, -9.174)  0.0907
H (3.665, -30.387, -8.443)  0.0530
H (2.064, -31.058, -8.156)  0.0926
H (0.895, -31.875, -10.597)  0.0898
H (0.247, -30.622, -9.545)  0.0727
H (0.396, -30.313, -11.245)  0.0884
H (1.677, -28.187, -10.567)  0.1165
H (1.498, -28.727, -8.866)  0.1186
H (3.410, -27.000, -9.431)  0.0947
H (4.121, -28.455, -8.729)  0.0916
H (5.327, -27.876, -10.673)  0.1131
H (3.792, -27.789, -11.602)  0.1180
H (5.943, -29.322, -12.805)  0.0740
H (4.321, -29.138, -13.457)  0.0923
H (4.924, -30.777, -13.173)  0.0804
H (5.647, -31.531, -11.016)  0.0980
H (5.392, -30.639, -9.438)  0.0612
H (6.516, -30.119, -10.621)  0.0677
H (3.672, -32.231, -11.095)  0.0903
C (7.941, -22.173, -7.547)  0.0073
C (9.421, -22.517, -7.868)  -0.4944
C (9.528, -23.862, -8.541)  -0.0287
C (10.111, -21.480, -8.756)  -0.1523
C (10.310, -20.196, -8.042)  -0.1685
C (11.237, -20.492, -6.817)  -0.1177
C (10.659, -21.505, -5.824)  -0.4900
C (11.741, -21.963, -4.829)  -0.0257
C (9.511, -20.938, -4.976)  -0.0254
N (10.276, -22.667, -6.696)  -0.0963
O (9.773, -23.661, -5.863)  -0.0386
H (7.854, -21.125, -7.312)  0.0469
H (7.295, -22.296, -8.429)  0.0781
H (7.564, -22.801, -6.766)  0.0559
H (8.925, -23.899, -9.429)  0.0628
H (10.578, -24.037, -8.890)  0.1181
H (9.372, -24.732, -7.930)  0.0438
H (11.084, -21.917, -8.962)  0.1184
H (9.517, -21.386, -9.702)  0.1438
H (10.812, -19.477, -8.706)  0.1181
H (9.341, -19.780, -7.714)  0.1000
H (11.448, -19.551, -6.297)  0.1176
H (12.228, -20.791, -7.192)  0.1255
H (12.452, -22.577, -5.352)  0.0857
H (11.301, -22.478, -3.996)  0.0696
H (12.194, -21.084, -4.356)  0.0915
H (9.022, -21.662, -4.282)  0.0989
H (8.768, -20.529, -5.670)  0.0471
H (9.817, -20.123, -4.345)  0.0881
H (9.157, -23.157, -5.320)  0.0444
C (2.971, -26.144, -3.323)  -0.0226
C (3.284, -27.450, -2.567)  -0.5264
C (4.269, -27.020, -1.440)  -0.0330
C (2.075, -28.093, -1.955)  -0.1442
C (1.078, -28.494, -3.045)  -0.1954
C (1.759, -29.506, -3.908)  -0.1161
C (3.191, -29.081, -4.497)  -0.4668
C (3.969, -30.404, -4.775)  -0.0210
C (3.186, -28.250, -5.768)  -0.0291
N (3.987, -28.442, -3.408)  -0.1080
O (5.232, -27.977, -3.876)  -0.0444
H (2.246, -26.273, -4.121)  0.0596
H (2.666, -25.332, -2.665)  0.0887
H (3.947, -25.766, -3.670)  0.0711
H (4.678, -27.920, -0.937)  0.0957
H (5.121, -26.505, -1.839)  0.0556
H (3.698, -26.401, -0.718)  0.0904
H (2.395, -28.976, -1.399)  0.1262
H (1.678, -27.395, -1.199)  0.1266
H (0.196, -28.895, -2.556)  0.1064
H (0.627, -27.646, -3.569)  0.1078
H (1.173, -29.807, -4.793)  0.1205
H (1.872, -30.400, -3.274)  0.1202
H (3.244, -31.009, -5.376)  0.0899
H (4.176, -30.760, -3.764)  0.0881
H (4.890, -30.166, -5.345)  0.0701
H (2.801, -28.924, -6.536)  0.0732
H (4.239, -28.039, -6.030)  0.0730
H (2.599, -27.355, -5.865)  0.0507
H (5.059, -27.204, -4.460)  0.0507
C (6.795, -26.280, -13.284)  0.0057
C (7.604, -25.039, -12.791)  -0.4962
C (8.940, -25.347, -12.221)  -0.0341
C (7.743, -23.977, -13.859)  -0.1438
C (6.420, -23.379, -14.256)  -0.1714
C (5.766, -22.719, -13.018)  -0.1323
C (5.674, -23.640, -11.812)  -0.5149
C (5.407, -22.768, -10.585)  -0.0328
C (4.506, -24.613, -11.986)  -0.0149
N (6.980, -24.323, -11.615)  -0.0653
O (6.719, -25.284, -10.627)  -0.0698
H (6.039, -26.040, -14.067)  0.0852
H (7.605, -26.859, -13.699)  0.0792
H (6.309, -26.841, -12.498)  0.0499
H (9.577, -25.797, -12.973)  0.1008
H (9.346, -24.493, -11.743)  0.0779
H (8.842, -26.025, -11.428)  0.0459
H (8.309, -23.224, -13.312)  0.1220
H (8.382, -24.276, -14.696)  0.1308
H (6.577, -22.640, -15.034)  0.1069
H (5.713, -24.086, -14.707)  0.0991
H (4.697, -22.394, -13.179)  0.1362
H (6.246, -21.741, -12.773)  0.1244
H (5.514, -23.375, -9.663)  0.0625
H (4.417, -22.360, -10.639)  0.0699
H (6.194, -21.999, -10.533)  0.0839
H (4.440, -24.870, -13.046)  0.0759
H (3.530, -24.188, -11.700)  0.0904
H (4.691, -25.489, -11.398)  0.0513
H (7.396, -25.283, -9.943)  0.0629
C (4.769, -15.484, -5.812)  -0.0312
C (5.275, -16.851, -6.293)  -0.5374
C (6.211, -16.671, -7.493)  -0.0260
C (5.982, -17.478, -5.121)  -0.1418
C (6.363, -18.944, -5.418)  -0.1957
C (5.123, -19.752, -5.639)  -0.1319
C (4.316, -19.131, -6.812)  -0.4739
C (5.001, -19.407, -8.196)  -0.0094
C (2.917, -19.788, -6.925)  -0.0315
N (4.101, -17.716, -6.520)  -0.0774
O (3.518, -17.150, -7.681)  -0.0464
H (4.238, -14.924, -6.549)  0.0715
H (4.182, -15.655, -4.884)  0.0959
H (5.663, -14.959, -5.487)  0.0802
H (6.664, -15.665, -7.514)  0.0886
H (7.059, -17.380, -7.429)  0.0729
H (5.672, -16.758, -8.460)  0.0920
H (6.869, -16.923, -4.790)  0.1292
H (5.324, -17.543, -4.247)  0.1232
H (6.994, -19.007, -6.312)  0.0812
H (6.941, -19.360, -4.548)  0.1232
H (4.497, -19.749, -4.713)  0.1348
H (5.347, -20.821, -5.789)  0.0944
H (5.205, -20.449, -8.204)  0.0574
H (5.914, -18.869, -8.344)  0.0461
H (4.350, -19.072, -8.978)  0.0788
H (2.978, -20.861, -7.079)  0.0556
H (2.321, -19.385, -7.758)  0.0839
H (2.412, -19.636, -5.976)  0.0870
H (2.601, -16.981, -7.414)  0.1181
C (8.413, -28.184, -5.236)  -0.0334
C (8.521, -28.477, -6.732)  -0.5112
C (7.180, -29.125, -7.119)  -0.0110
C (8.664, -27.091, -7.414)  -0.1357
C (8.899, -27.229, -8.896)  -0.1711
C (10.197, -28.087, -8.984)  -0.0976
C (10.039, -29.525, -8.370)  -0.4879
C (9.089, -30.468, -9.139)  -0.0223
C (11.428, -30.243, -8.292)  -0.0349
N (9.689, -29.255, -6.968)  -0.0879
O (9.516, -30.575, -6.354)  -0.0323
H (9.437, -27.911, -4.920)  0.0930
H (7.750, -27.358, -4.963)  0.0626
H (8.245, -29.077, -4.648)  0.0828
H (6.787, -28.798, -8.106)  0.0726
H (7.249, -30.209, -7.109)  0.0796
H (6.375, -28.875, -6.404)  0.0645
H (7.772, -26.474, -7.132)  0.1200
H (9.470, -26.516, -7.074)  0.0908
H (8.139, -27.791, -9.418)  0.0960
H (9.119, -26.251, -9.312)  0.0646
H (11.069, -27.622, -8.474)  0.1300
H (10.551, -28.224, -10.023)  0.1197
H (9.621, -30.966, -9.948)  0.0879
H (8.221, -29.936, -9.493)  0.0315
H (8.767, -31.279, -8.468)  0.0892
H (11.891, -29.771, -7.402)  0.0898
H (12.031, -29.950, -9.165)  0.0813
H (11.405, -31.314, -8.190)  0.0706
H (9.961, -30.385, -5.509)  0.1075
C (4.795, -25.414, -7.756)  -0.0588
C (5.538, -24.728, -6.700)  -0.4733
C (4.877, -23.564, -6.054)  -0.0377
O (5.906, -25.707, -5.680)  -0.0785
H (3.857, -25.822, -7.391)  0.0723
H (5.429, -26.244, -8.090)  0.0905
H (4.641, -24.730, -8.575)  0.0579
H (6.512, -24.379, -7.146)  0.1249
H (4.716, -22.779, -6.789)  0.0723
H (5.578, -23.093, -5.403)  0.0644
H (3.976, -23.853, -5.534)  0.0904
H (6.465, -25.254, -5.035)  0.0450
O (7.969, -24.681, -3.773)  -0.0376
H (7.868, -25.076, -2.907)  0.0572
H (8.721, -25.135, -4.193)  0.0528

Summary:
**Net charge**: 0
**HOMO energy**: -8.3 eV
**Max |F|**: 2.81 eV/A
**Frontier orbital gap**: 0.315 Ha
**E_tot**: -3660.65845 Ha
**LUMO energy**: 0.32 eV